A | Molecular formula: C4H6N2
Method: DFT, ωB97M-V/def2-TZVPD

Multiplicity: 1

Geometry (Å):
N  -0.66  0.29  1.76
C  -0.30  0.03  0.36
C  -0.84  -0.33  -0.86
C  0.31  -0.33  -1.70
C  1.41  0.02  -0.92
N  1.03  0.25  0.35
H  -1.26  1.10  1.94
H  -1.00  -0.51  2.30
H  -1.86  -0.56  -1.14
H  0.33  -0.57  -2.76
H  2.45  0.13  -1.20
H  0.41  0.49  1.87

***

B | Molecular formula: C4H6N2
Method: DFT, ωB97M-V/def2-TZVPD

Multiplicity: 1
SMILES string: N#CC1CNC1

Geometry (Å):
N  -1.19  2.60  -0.89
C  -0.88  1.51  -0.49
C  -0.37  0.50  0.48
C  1.06  0.04  0.43
N  0.71  -0.71  -0.72
C  -0.71  -0.84  -0.32
H  -0.60  0.65  1.46
H  1.55  -0.63  1.20
H  1.87  0.88  0.32
H  1.14  -1.76  -0.63
H  -1.24  -1.77  0.32
H  -1.35  -0.49  -1.16

***

What are the relative energies? In kJ/mol: A 0.0; B 144.4.

***

A | Molecular formula: C4H13N2
Method: DFT, ωB97M-V/def2-TZVPD

Multiplicity: 1
SMILES string: CC[C@@](C)(N)[NH3+]
Total charge: +1

Geometry (Å):
C  0.68  -1.60  1.20
C  0.97  -0.15  0.71
C  -0.12  0.43  -0.12
C  -0.60  -0.52  -1.52
N  -1.36  0.70  0.59
N  0.36  1.72  -0.72
H  1.32  -1.92  1.97
H  0.64  -2.32  0.39
H  -0.32  -1.71  1.55
H  0.98  0.52  1.51
H  1.76  -0.09  0.08
H  -1.59  -0.33  -1.84
H  -0.71  -1.54  -1.08
H  0.22  -0.31  -2.22
H  -1.34  0.69  1.61
H  -2.10  0.11  0.26
H  -0.19  2.22  -1.44
H  0.09  2.39  0.07
H  1.31  1.71  -0.98

***

B | Molecular formula: C4H13N2
Method: DFT, ωB97M-V/def2-TZVPD

Multiplicity: 1
SMILES string: CNCC[NH2+]C
Total charge: +1

Geometry (Å):
C  1.55  -1.89  -0.34
N  0.96  -0.58  -0.92
C  1.16  0.44  0.06
C  -0.10  0.40  1.06
N  -1.29  0.14  0.20
C  -2.10  1.30  -0.35
H  1.00  -1.97  0.63
H  2.60  -1.90  -0.23
H  1.24  -2.70  -0.90
H  1.55  -0.23  -1.71
H  2.07  0.46  0.67
H  1.24  1.38  -0.37
H  -0.07  -0.20  1.97
H  -0.21  1.44  1.45
H  -1.95  -0.38  0.94
H  -0.83  -0.49  -0.55
H  -1.40  1.95  -0.94
H  -2.56  1.93  0.43
H  -2.86  0.89  -1.09

***

C | Molecular formula: C4H13N2
Method: DFT, ωB97M-V/def2-TZVPD

Multiplicity: 1
SMILES string: NCCCC[NH3+]
Total charge: +1

Geometry (Å):
N  -0.61  1.46  1.00
C  -1.10  0.85  -0.25
C  0.13  0.66  -1.20
C  0.37  -0.89  -1.30
C  0.36  -1.50  0.13
N  0.74  -0.71  1.39
H  0.03  2.18  0.71
H  -1.21  2.04  1.60
H  -1.87  1.53  -0.61
H  -1.68  -0.04  -0.13
H  0.96  1.40  -0.97
H  0.03  0.98  -2.23
H  -0.36  -1.32  -2.02
H  1.28  -1.21  -1.76
H  1.04  -2.37  0.15
H  -0.66  -1.81  0.39
H  1.71  -0.37  1.38
H  0.66  -1.13  2.31
H  0.17  0.26  1.42

***

D | Molecular formula: C4H13N2
Method: DFT, ωB97M-V/def2-TZVPD

Multiplicity: 1
Total charge: +1

Geometry (Å):
C  -3.01  -1.42  0.31
C  -1.58  -1.03  0.59
C  -1.11  0.20  0.84
N  0.32  0.32  1.03
H  -3.71  -0.62  0.58
H  -3.08  -1.72  -0.81
H  -3.33  -2.21  0.92
H  -0.80  -1.83  0.57
H  -1.73  1.10  0.90
H  0.56  -0.25  1.85
H  0.84  -0.11  0.17
H  0.73  1.27  1.15
C  1.87  1.18  -1.42
N  2.65  0.14  -0.67
H  1.64  2.06  -0.80
H  0.91  0.70  -1.75
H  2.37  1.57  -2.31
H  3.48  -0.01  -1.29
H  2.97  0.65  0.14

***

What are the relative energies? In kJ/mol: A 27.6; B 39.5; C 0.0; D 62.0.

***

A | Molecular formula: CH3I2P
Method: DFT, ωB97M-V/def2-TZVPD

Multiplicity: 1

Geometry (Å):
C  -0.17  -0.01  0.10
P  -4.02  -1.51  -0.45
I  -2.22  -0.81  1.01
I  -4.60  0.68  -1.33
H  -0.46  0.86  -0.56
H  0.48  -0.72  -0.38
H  0.08  0.51  1.05

***

B | Molecular formula: CH3I2P
Method: DFT, ωB97M-V/def2-TZVPD

Multiplicity: 1

Geometry (Å):
C  0.75  0.15  -0.65
P  -1.29  0.61  0.12
I  -2.05  -1.68  0.13
I  -0.58  0.82  2.47
H  0.93  -0.78  -0.13
H  1.47  0.91  -0.21
H  0.77  -0.02  -1.73

***

What are the relative energies? In kJ/mol: A 215.6; B 0.0.

***

A | Molecular formula: CHClFNS
Method: DFT, ωB97M-V/def2-TZVPD

Multiplicity: 1

Geometry (Å):
C  0.16  1.15  -0.35
N  -0.56  -1.24  -0.03
F  -0.24  1.45  -1.57
S  1.28  1.58  0.64
Cl  0.74  -1.63  0.72
H  -1.37  -1.31  0.58

***

B | Molecular formula: CHClFNS
Method: DFT, ωB97M-V/def2-TZVPD

Multiplicity: 1

Geometry (Å):
C  0.33  -1.36  1.79
N  -0.31  0.64  0.87
F  1.28  -1.71  0.96
S  -0.54  -1.86  2.98
Cl  1.08  1.46  0.83
H  -0.42  -0.02  0.04

***

What are the relative energies? In kJ/mol: A 28.0; B 0.0.